[1]
Here is a 2-piece molecular cluster, C30H30N2O overall from the Open Molecules 2025 dataset. Energies are from ωB97M-V/def2-TZVPD.

Properties
* orbital gap: 0.2595 Ha
* LUMO energy: -0.03443 hartree
* SMILES string: O=C1C(c2ccccc2)=CC(=Cc2ccccc2)C=C1c1ccccc1.NC[C@@H]1CCCN1

Positions of all 63 atoms, in Å:
C -1.426 6.011 2.464
C -1.013 5.534 1.235
C -0.893 4.178 1.029
C -1.194 3.280 2.050
C -1.055 1.831 1.841
C 0.046 1.317 1.237
C 0.208 -0.088 1.014
C 1.398 -0.592 0.540
C 1.639 -1.989 0.219
C 0.687 -2.762 -0.459
C 0.904 -4.098 -0.694
C 2.074 -4.696 -0.268
C 3.035 -3.949 0.383
C 2.833 -2.607 0.610
C -0.873 -0.947 1.390
C -1.991 -0.495 2.004
C -3.055 -1.439 2.373
C -3.458 -2.425 1.476
C -4.431 -3.332 1.823
C -5.006 -3.279 3.077
C -4.618 -2.307 3.978
C -3.656 -1.388 3.627
C -2.124 0.934 2.305
O -3.091 1.367 2.910
C -1.636 3.778 3.273
C -1.740 5.133 3.481
H -1.515 7.072 2.623
H -0.794 6.219 0.433
H -0.596 3.793 0.069
H 0.828 1.981 0.914
H 2.234 0.084 0.462
H -0.214 -2.288 -0.811
H 0.154 -4.681 -1.202
H 2.231 -5.749 -0.436
H 3.936 -4.422 0.734
H 3.572 -2.026 1.136
H -0.775 -2.003 1.234
H -3.014 -2.449 0.495
H -4.762 -4.067 1.106
H -5.775 -3.985 3.343
H -5.082 -2.257 4.950
H -3.359 -0.608 4.307
H -1.913 3.076 4.040
H -2.072 5.507 4.437
N 4.330 -1.065 -2.580
C 4.048 -0.059 -3.587
C 2.554 0.045 -3.883
C 2.205 1.059 -4.997
C 0.872 1.688 -4.557
C 0.805 1.498 -3.031
N 1.832 0.500 -2.666
H 3.915 -1.952 -2.839
H 5.327 -1.212 -2.469
H 4.391 0.913 -3.217
H 4.603 -0.258 -4.512
H 2.171 -0.948 -4.163
H 2.995 1.812 -5.080
H 2.137 0.579 -5.981
H 0.794 2.742 -4.846
H 0.036 1.172 -5.039
H 1.038 2.428 -2.502
H -0.185 1.178 -2.687
H 1.482 -0.290 -2.117

[2]
Here is an isolated ion of composition C6H14NO and charge -1 from the Open Molecules 2025 dataset. Energies are from ωB97M-V/def2-TZVPD.

Properties
* orbital gap: 0.2045 Ha
* LUMO energy: 0.12634 hartree
* ΔE to the lowest compared entry with this formula, charge and spin: 0.8460 eV
* charge: -1
* SMILES string: NCCCCCC[O-]

Positions of all 22 atoms, in Å:
C -1.402 -2.999 -0.507
O -1.835 -3.638 0.591
C 0.015 -2.335 -0.302
C -0.097 -0.897 0.215
C 1.102 0.045 -0.051
C 0.705 1.469 -0.438
C 0.447 2.306 0.800
N -0.206 3.620 0.582
H -2.068 -2.174 -0.874
H -1.278 -3.692 -1.384
H 0.586 -2.300 -1.224
H 0.485 -3.006 0.420
H -0.941 -0.500 -0.277
H -0.379 -0.838 1.269
H 1.805 -0.458 -0.718
H 1.648 0.141 0.893
H 1.497 1.913 -1.050
H -0.215 1.521 -1.032
H 1.366 2.492 1.367
H -0.205 1.802 1.519
H -1.200 3.488 0.460
H 0.171 4.039 -0.259

[3]
Here is a 2-piece molecular cluster, C7H16F2N2O overall from the Open Molecules 2025 dataset. Energies are from ωB97M-V/def2-TZVPD.

Properties
* orbital gap: 0.2259 Ha
* LUMO energy: -0.04355 hartree
* ΔE to the lowest compared entry with this formula, charge and spin: 0.0000 eV

Positions of all 28 atoms, in Å:
C 2.027 0.529 -0.909
C 0.768 0.411 -1.724
O 0.786 0.197 -2.909
N -0.445 0.292 -1.002
C -1.555 -0.167 -1.839
C -0.807 1.440 -0.129
C -1.127 0.997 1.310
C -0.073 -0.015 1.769
C -0.470 -1.426 1.367
N 0.779 -2.236 1.090
F 0.886 -2.577 -0.236
H 2.288 -0.477 -0.538
H 1.937 1.259 -0.099
H 2.820 0.893 -1.561
H -1.672 0.443 -2.739
H -1.401 -1.206 -2.153
H -2.477 -0.117 -1.251
H -1.694 1.910 -0.570
H 0.004 2.216 -0.169
H -1.110 1.858 1.980
H -2.139 0.570 1.370
H 0.853 0.220 1.237
H 0.135 0.045 2.843
H -1.037 -1.964 2.131
H -1.004 -1.437 0.416
H 1.617 -1.673 1.293
H 0.821 -3.124 1.599
F 1.290 3.139 -0.576

Question: The highest LUMO energy belongs to which entry?
Answer: C6H14NO